## A
Computed, not measured: 2 unconnected molecules or ions with the total composition C3H10NO2S, with wB97M-V/def2-TZVPD.

Geometry as XYZ:
```
17
Properties=species:S:1:pos:R:3:lowdin_charge:R:1
S 3.192 0.848 -0.234 0.5821
O -2.625 -3.413 -0.144 -0.1625
O -1.647 -0.406 -0.560 -0.2927
N 0.248 1.652 -0.979 -0.0345
C 1.728 0.676 0.805 -0.5513
C 0.607 0.337 -0.274 -0.4595
C -0.751 -0.113 0.326 -0.5863
H -0.962 0.850 0.928 0.0828
H -0.659 -0.886 1.200 0.0885
H 1.019 -0.286 -0.932 0.0454
H -0.612 1.263 -1.571 0.1020
H -0.278 2.314 -0.442 0.0248
H 1.507 1.755 1.354 0.1083
H 1.891 -0.058 1.627 0.0600
H 2.739 1.301 -1.480 -0.1142
H -3.520 -2.998 0.209 0.0873
H -1.876 -2.835 0.165 0.0197
```

Summary:
**E_LUMO**: 3.30 eV
**HOMO-LUMO gap**: 6.32 eV
**Highest occupied orbital energy**: -3.02 eV
**Net charge**: -1

## B
Computed, not measured: 2 unconnected molecules or ions with the total composition C3H10NO2S, with wB97M-V/def2-TZVPD.

Geometry as XYZ:
```
17
Properties=species:S:1:pos:R:3:lowdin_charge:R:1
S -1.241 1.515 2.288 0.6300
O 0.630 0.390 -2.305 -0.3323
O -0.566 -3.513 -0.143 -0.0844
N 0.326 2.185 -0.292 -0.0173
C -0.395 0.283 1.239 -0.5468
C 0.581 0.828 0.166 -0.4455
C 0.659 -0.204 -1.125 -0.4893
H -0.269 -0.841 -0.972 0.0573
H -1.094 -0.413 0.787 0.0429
H 1.160 2.415 -0.825 0.0562
H 1.606 -0.731 -0.941 0.0722
H 0.198 -0.263 1.974 0.0509
H 0.181 -3.757 -0.699 0.0281
H -0.397 2.107 -1.014 0.0622
H -0.642 -2.554 -0.260 -0.0124
H -2.306 1.737 1.507 -0.1733
H 1.567 0.815 0.616 0.1014
```

Summary:
**E_LUMO**: 3.28 eV
**HOMO-LUMO gap**: 6.27 eV
**Highest occupied orbital energy**: -2.98 eV
**Net charge**: -1

Least stable structure: A

## A
Computed, not measured: 3 unconnected molecules or ions with the total composition C4H13NO2, with wB97M-V/def2-TZVPD.

Geometry as XYZ:
```
20
Properties=species:S:1:pos:R:3:lowdin_charge:R:1
O 0.838 2.429 -3.361 -0.4357
O 1.593 -0.648 -2.279 -0.2852
N -1.876 -1.137 1.639 -0.0641
C -0.285 0.885 1.505 -0.2025
C -1.864 -2.543 1.172 -0.1383
C 1.211 1.232 1.243 -0.1407
C -0.635 -0.384 1.458 -0.1903
H 1.558 3.056 -3.586 -0.0780
H 1.998 0.267 -2.116 0.0059
H -1.045 1.585 1.854 0.0841
H 1.487 0.426 0.547 0.0447
H -2.719 -0.697 1.527 0.0616
H -2.053 -2.716 0.107 0.0645
H 1.259 2.238 0.794 0.0419
H 0.119 3.046 -3.565 -0.0831
H -2.544 -3.237 1.629 0.0537
H 0.244 -0.997 1.294 0.0968
H 1.703 1.119 2.224 0.0615
H -0.848 -2.937 1.112 0.0681
H 1.857 -0.987 -3.198 0.0352
```

Summary:
**Spin multiplicity**: 2
**E_LUMO (alpha / beta)**: 3.27 / 3.20 eV
**HOMO-LUMO gap (alpha / beta)**: 2.29 / 8.49 eV
**Highest occupied orbital energy (alpha / beta)**: 0.98 / -5.29 eV
**Net charge**: -1

## B
Computed, not measured: 2 unconnected molecules or ions with the total composition C4H13NO2, with wB97M-V/def2-TZVPD.

Geometry as XYZ:
```
20
Properties=species:S:1:pos:R:3:lowdin_charge:R:1
O 2.096 2.580 0.029 -0.2143
O -0.356 1.112 1.103 -0.4226
N 0.215 -1.742 0.103 -0.1291
C 1.518 -1.894 -0.453 -0.1950
C -0.623 -0.975 -0.819 -0.3083
C -1.723 -0.337 -0.130 -0.2576
C -1.565 1.142 0.340 -0.3817
H 1.567 -2.505 -1.396 0.0882
H 2.591 3.099 0.742 0.0296
H -1.963 -0.749 0.847 0.0939
H -2.401 1.717 0.950 0.0938
H -1.383 1.688 -0.625 0.0877
H -2.729 -0.361 -0.721 0.1273
H -0.107 -0.184 -1.363 0.1078
H -0.419 1.897 1.778 0.0147
H 0.301 -1.212 0.972 0.0838
H 1.997 -1.006 -0.594 0.0281
H 1.558 1.970 0.562 -0.0311
H 2.189 -2.488 0.223 0.0823
H -0.764 -1.751 -1.547 0.1027
```

Summary:
**Spin multiplicity**: 2
**E_LUMO (alpha / beta)**: 3.88 / 3.74 eV
**HOMO-LUMO gap (alpha / beta)**: 3.16 / 9.44 eV
**Highest occupied orbital energy (alpha / beta)**: 0.72 / -5.71 eV
**Net charge**: -1

Least stable structure: A

## A
Computed, not measured: a molecular structure, C3H8NO2, with wB97M-V/def2-TZVPD.

Geometry as XYZ:
```
14
Properties=species:S:1:pos:R:3:lowdin_charge:R:1
O -0.522 -2.039 -0.802 -0.1423
O -0.148 0.018 0.656 -0.2477
N 0.968 -2.153 0.978 0.0268
C -0.298 -1.732 0.384 -0.6071
C -0.404 2.178 -0.336 -0.1248
C -0.080 0.701 -0.536 -0.4401
H -0.789 0.290 -1.264 0.0908
H 1.567 -2.368 0.186 0.0459
H -1.092 -1.796 1.145 0.1000
H 0.912 0.600 -1.025 0.0980
H -0.149 2.775 -1.221 0.0528
H 0.151 2.573 0.519 0.0550
H -1.465 2.287 -0.119 0.0551
H 1.348 -1.332 1.434 0.0377
```

Summary:
**E_LUMO**: 4.40 eV
**HOMO-LUMO gap**: 8.10 eV
**Highest occupied orbital energy**: -3.70 eV
**Net charge**: -1

## B
Computed, not measured: a gas-phase ion, C3H8NO2 (charge -1), with wB97M-V/def2-TZVPD.

Geometry as XYZ:
```
14
Properties=species:S:1:pos:R:3:lowdin_charge:R:1
O 2.940 0.778 0.386 -0.3661
O -1.442 -1.890 -0.169 -0.1274
N 0.635 -0.078 0.516 -0.0973
C 1.853 0.548 -0.388 -0.5031
C -1.515 -0.398 -0.522 -0.2007
C -0.784 0.405 0.625 -0.2457
H 2.098 -0.215 -1.347 0.0970
H 1.193 -0.120 1.350 0.0436
H 1.312 1.433 -0.740 0.0451
H -1.035 1.469 0.393 0.0888
H -1.288 0.129 1.609 0.1117
H -0.953 -0.087 -1.376 0.0904
H -2.479 -0.090 -0.442 0.0524
H -0.536 -1.886 0.104 0.0112
```

Summary:
**SMILES**: [O-]CNCCO
**E_LUMO**: 4.08 eV
**HOMO-LUMO gap**: 6.99 eV
**Highest occupied orbital energy**: -2.92 eV
**Net charge**: -1

## C
Computed, not measured: a gas-phase ion, C3H8NO2 (charge -1), with wB97M-V/def2-TZVPD.

Geometry as XYZ:
```
14
Properties=species:S:1:pos:R:3:lowdin_charge:R:1
O 0.355 1.125 -1.746 -0.2580
O 1.371 -0.595 -0.394 -0.2183
N -1.786 0.003 1.419 -0.0275
C -0.365 0.175 1.102 -0.2912
C 0.082 -0.844 0.069 -0.3335
C 1.372 0.347 -1.651 -0.5107
H -0.126 1.151 0.698 0.0924
H -0.633 -0.828 -0.760 0.1023
H 1.485 -0.434 -2.451 0.0771
H 0.057 -1.848 0.496 0.0998
H -2.311 0.167 0.570 0.0520
H 2.358 0.826 -1.453 0.0756
H 0.231 0.057 2.014 0.1005
H -2.091 0.697 2.088 0.0396
```

Summary:
**SMILES**: NCCOC[O-]
**E_LUMO**: 4.39 eV
**HOMO-LUMO gap**: 7.13 eV
**Highest occupied orbital energy**: -2.74 eV
**Net charge**: -1

Least stable structure: B

## A
Computed, not measured: a molecular structure, C2H5FO, with wB97M-V/def2-TZVPD.

Geometry as XYZ:
```
9
Properties=species:S:1:pos:R:3:lowdin_charge:R:1
F -1.187 -0.997 1.143 -0.1270
O 0.927 0.785 1.155 -0.1485
C -0.393 -1.110 0.010 -0.1174
C 0.307 0.742 -0.065 -0.1633
H 0.421 -1.930 0.166 0.1170
H -0.678 1.306 0.035 0.1166
H -1.113 -1.099 -0.868 0.0883
H 0.216 0.759 1.891 0.1318
H 1.147 0.749 -0.780 0.1025
```

Summary:
**E_LUMO**: 1.04 eV
**HOMO-LUMO gap**: 9.90 eV
**Highest occupied orbital energy**: -8.86 eV

## B
Computed, not measured: a molecular structure, C2H5FO, with wB97M-V/def2-TZVPD.

Geometry as XYZ:
```
9
Properties=species:S:1:pos:R:3:lowdin_charge:R:1
F -1.623 0.645 0.932 0.0244
O -1.077 -1.028 -0.914 -0.1507
C 0.693 0.440 0.271 -0.0345
C -0.817 0.651 -0.151 -0.1751
H 1.256 1.205 -0.421 0.1036
H 0.894 0.703 1.321 0.0760
H 0.861 -0.580 -0.120 0.0685
H -1.796 -1.270 -0.377 -0.0212
H -1.061 1.293 -0.945 0.1090
```

Summary:
**E_LUMO**: 1.02 eV
**HOMO-LUMO gap**: 11.43 eV
**Highest occupied orbital energy**: -10.41 eV

Least stable structure: A